# 1
C34H35CoN2O4PSi | wB97M-V/def2-TZVPD

Last column: Mulliken charge in e.
Element x y z (Å)
Co 2.527 0.694 -0.064  -0.6164
C 1.686 4.247 2.151  -1.5630
C 1.420 2.837 1.678  0.6543
O 2.292 2.322 0.914  -0.3081
C 0.226 2.221 2.089  -0.6595
C -0.010 0.848 2.173  -1.0008
C 0.697 -1.424 3.054  -1.5394
N 1.445 -0.524 0.857  1.8783
N 1.502 -1.783 0.494  -0.6935
C 2.176 -1.881 -0.651  0.3129
O 2.808 -0.855 -1.121  -0.6943
C 2.190 -3.153 -1.363  0.2639
C 1.758 -4.336 -0.750  -0.3116
C 1.783 -5.534 -1.439  -0.6927
C 2.216 -5.580 -2.761  -0.3353
C 2.632 -4.408 -3.381  -0.6054
C 2.631 -3.211 -2.688  -0.3559
H 2.262 4.806 1.412  0.3157
H 2.271 4.188 3.073  0.2787
H 0.751 4.764 2.372  0.3800
H -0.598 2.881 2.354  0.0930
H 0.834 -0.207 4.797  0.3827
H 1.572 -2.077 3.097  0.6689
H -0.082 -1.973 2.523  0.1736
H 1.408 -4.284 0.272  0.4212
H 1.455 -6.446 -0.952  0.3612
H 2.225 -6.520 -3.301  0.3588
H 2.958 -4.437 -4.415  0.3784
H 2.952 -2.287 -3.153  0.4285
O 2.465 0.812 3.986  -0.7927
C 2.495 0.374 2.826  0.5034
O 3.486 0.272 2.058  -0.6552
C 1.105 -0.192 2.226  1.7030
C 0.259 -1.084 4.481  -0.9339
C -1.195 -0.855 4.763  -0.5989
C -2.239 -0.532 3.984  -0.6064
C -2.317 -0.178 2.580  0.3231
C -1.366 0.410 1.820  0.3512
P -1.661 0.908 0.050  0.3715
C -1.940 -0.703 -0.824  0.2488
C -1.896 -0.624 -2.217  -0.5655
C -2.070 -1.750 -3.007  -0.6109
C -2.291 -2.983 -2.414  -0.5327
C -2.318 -3.080 -1.031  -0.7110
C -2.138 -1.952 -0.242  0.5125
C -3.404 1.497 0.044  0.2893
C -4.552 0.709 -0.062  -0.2736
C -5.814 1.281 -0.003  -0.6868
C -5.963 2.651 0.165  -0.4278
C -4.828 3.449 0.273  -0.5513
C -3.570 2.877 0.213  -0.5056
H 0.568 -1.901 5.144  0.4521
H -1.434 -0.993 5.817  0.2841
H -3.207 -0.520 4.484  0.2590
H -3.303 -0.301 2.134  0.2572
H -1.713 0.342 -2.677  0.2798
H -2.027 -1.672 -4.087  0.3761
H -2.420 -3.870 -3.024  0.3397
H -2.475 -4.044 -0.560  0.3886
H -2.156 -2.045 0.834  0.1261
H -4.448 -0.359 -0.216  0.3391
H -6.694 0.652 -0.090  0.3694
H -6.951 3.095 0.200  0.3395
H -4.934 4.521 0.399  0.3643
H -2.681 3.494 0.285  0.3570
C 3.412 3.825 -1.769  -1.2550
Si 2.720 2.023 -1.940  0.5845
C 3.751 1.350 -3.435  -1.1789
C 1.070 2.443 -2.868  -1.2812
H 3.584 4.276 -2.751  0.3739
H 4.350 3.859 -1.207  0.3317
H 2.688 4.446 -1.233  0.2497
H 3.800 2.073 -4.256  0.3667
H 3.283 0.435 -3.811  0.2096
H 4.773 1.095 -3.139  0.2988
H 1.251 3.159 -3.678  0.4583
H 0.330 2.876 -2.189  0.2764
H 0.625 1.544 -3.305  0.2091

The total charge is -2. Its spin multiplicity is 4. The expectation value of S² is 3.89. For the highest occupied orbital energy (alpha / beta), the calculation gives 0.22 / -1.32 eV. The electronic energy comes out at -101788.54728 eV.


# 2
C34H35F3MgN2O7PS4Sb | wB97M-V/def2-TZVPD

Last column: Mulliken charge in e.
Element x y z (Å)
Mg -1.261 -2.368 1.700  1.0173
S -1.103 -4.421 3.080  -0.4621
S -2.376 -3.632 4.503  -0.1814
S -4.098 -3.142 3.487  -0.1704
S -3.582 -1.588 2.218  -0.2978
O -0.543 -3.627 -2.057  -0.7558
C -0.410 -3.260 -0.887  0.6311
O -1.315 -2.618 -0.211  -0.7183
C 0.900 -3.584 -0.190  0.2511
C 1.713 -4.499 -0.798  -0.0213
C 2.939 -4.853 -0.239  -0.8655
C 3.340 -4.315 0.963  -0.0725
C 2.542 -3.399 1.606  -0.7791
C 1.300 -2.921 1.031  0.3623
O 0.635 -1.950 1.525  -0.4104
N 3.050 -2.932 2.908  1.1700
O 4.232 -3.157 3.170  -0.7298
O 2.313 -2.345 3.661  -0.5730
N 3.799 -5.812 -0.918  1.0781
O 4.875 -6.097 -0.418  -0.6804
O 3.410 -6.290 -1.968  -0.6695
H 1.391 -4.939 -1.731  0.6597
H 4.269 -4.619 1.411  0.6610
F -5.503 2.385 -6.779  -0.3591
C -4.923 1.642 -5.802  0.5578
C -3.596 1.296 -5.925  -0.8328
C -3.011 0.540 -4.907  -0.1183
C -3.723 0.133 -3.765  -0.0830
C -5.077 0.486 -3.725  -0.1089
C -5.684 1.245 -4.726  -0.7887
Sb -2.727 -1.194 -2.236  0.8561
C -0.866 -0.145 -2.695  -0.5149
C 0.272 -0.802 -3.169  -0.8400
C 1.441 -0.102 -3.484  -0.3930
C 1.450 1.264 -3.337  0.0941
F 2.580 1.951 -3.639  -0.4407
C 0.342 1.965 -2.906  -0.3906
C -0.811 1.253 -2.597  0.0542
C -3.269 0.156 -0.622  -0.1904
C -4.619 0.386 -0.348  -0.4666
C -5.023 1.356 0.560  -1.0804
C -4.053 2.083 1.214  0.4923
F -4.437 3.066 2.066  -0.3869
C -2.711 1.836 1.044  -0.7202
C -2.326 0.857 0.131  0.1684
H -3.033 1.608 -6.800  0.4069
H -1.964 0.271 -5.011  0.4034
H -5.698 0.172 -2.891  0.1773
H -6.733 1.521 -4.676  0.4036
H 0.262 -1.879 -3.290  0.5330
H 2.331 -0.615 -3.831  0.4516
H 0.386 3.044 -2.814  0.4440
H -1.689 1.808 -2.293  0.6046
H -5.380 -0.223 -0.823  0.6354
H -6.071 1.537 0.771  0.3950
H -1.978 2.395 1.616  0.3225
H -1.266 0.645 0.024  0.4624
C 1.070 3.738 0.290  -1.3010
C 1.462 3.134 1.651  0.4644
C 2.795 3.725 2.112  -1.7593
P 1.243 1.276 1.544  1.0353
C 0.940 0.738 3.306  1.5284
C -0.564 0.493 3.463  -1.3653
C 1.453 1.626 4.444  -1.7493
C 2.898 0.515 1.187  2.1887
C 3.377 0.927 -0.209  -1.6463
C 4.025 0.589 2.218  -1.7424
H 1.048 4.836 0.341  0.5372
H 0.085 3.388 -0.027  0.1421
H 1.787 3.450 -0.487  0.2191
H 0.690 3.429 2.370  0.4965
H 3.577 3.555 1.363  0.2495
H 3.135 3.307 3.059  0.2410
H 2.695 4.811 2.239  0.5008
H 1.426 -0.232 3.374  -0.6855
H -1.131 1.430 3.425  0.2720
H -0.794 -0.009 4.408  0.4754
H -0.931 -0.143 2.662  -0.1262
H 0.994 2.620 4.422  0.3275
H 2.538 1.744 4.426  0.3237
H 1.185 1.164 5.402  0.4490
H 2.601 -0.536 1.121  -1.2578
H 3.786 1.943 -0.209  0.2020
H 2.558 0.891 -0.936  0.2041
H 4.165 0.250 -0.559  0.5089
H 4.468 1.585 2.272  0.2902
H 4.818 -0.112 1.934  0.4317
H 3.684 0.297 3.214  0.3544

The total charge is -2. For the highest occupied orbital energy, the calculation gives -1.98 eV. The electronic energy comes out at -125905.77590 eV.


# 3
C34H36IN6O3SSiTm | wB97M-V/def2-TZVPD

Last column: Mulliken charge in e.
Element x y z (Å)
Tm 0.139 -0.255 -0.229  0.1002
C 0.541 -3.452 2.842  -0.8860
C -0.642 -2.554 3.010  0.5851
N -1.653 -3.000 3.707  -0.7049
C -2.734 -2.234 3.880  -1.2545
C -2.860 -0.967 3.364  0.8845
C -4.118 -0.163 3.608  -0.8773
O -3.904 0.990 4.405  -0.5378
C -1.797 -0.452 2.585  0.3405
C -1.902 0.897 2.118  -0.7682
N -1.417 1.411 1.031  0.6807
C -1.812 2.718 0.708  0.4907
C -2.906 3.362 1.321  -0.7010
C -3.271 4.655 1.010  -0.9226
C -2.569 5.369 0.053  -0.6210
C -1.534 4.747 -0.614  -0.6240
C -1.176 3.441 -0.308  0.1113
I 0.362 2.615 -1.519  0.3070
C -0.632 -1.254 2.386  0.3281
O 0.396 -0.807 1.774  -0.4186
H 0.558 -4.187 3.642  0.5262
H 1.458 -2.866 2.851  0.2014
H 0.478 -3.976 1.887  0.0424
H -3.526 -2.676 4.472  0.3462
H -4.868 -0.810 4.079  0.3964
H -4.533 0.208 2.664  0.3427
H -3.529 0.716 5.249  0.3407
H -2.489 1.516 2.796  0.9995
H -3.503 2.845 2.058  0.4240
H -4.120 5.099 1.509  0.4025
H -2.831 6.388 -0.188  0.3874
H -0.994 5.262 -1.393  0.4143
C 5.108 -3.738 0.173  -0.5631
C 4.291 -4.417 -0.720  -0.7017
C 2.994 -4.002 -0.926  -0.3959
C 2.492 -2.902 -0.221  -0.6246
C 3.318 -2.217 0.676  0.8905
C 4.621 -2.633 0.859  -1.1803
N 1.152 -2.527 -0.296  1.2239
N 0.405 -3.492 -0.708  -0.8141
C -0.954 -3.360 -0.634  -0.2518
C -1.688 -4.525 -0.922  -0.4664
C -3.057 -4.505 -0.772  -0.5747
C -3.664 -3.311 -0.393  -0.9103
C -2.867 -2.199 -0.157  -0.5365
N -1.544 -2.211 -0.248  0.7628
H 6.121 -4.075 0.338  0.4151
H 4.664 -5.283 -1.246  0.4173
H 2.343 -4.500 -1.628  0.4845
H 2.908 -1.391 1.242  0.6702
H 5.266 -2.098 1.540  0.4241
H -1.147 -5.406 -1.232  0.5472
H -3.641 -5.397 -0.962  0.4107
H -4.736 -3.239 -0.282  0.4606
H -3.314 -1.246 0.114  0.5596
C 5.665 -0.840 -2.738  -0.9052
Si 5.433 1.001 -2.319  0.2966
C 4.666 2.039 -3.718  -1.0537
C 7.190 1.632 -1.893  -1.2299
C 4.349 1.213 -0.774  0.1811
C 4.773 1.941 0.321  0.0342
C 3.946 2.121 1.427  -1.5229
C 2.686 1.565 1.385  -0.3355
N 2.243 0.840 0.359  0.6082
C 3.059 0.652 -0.703  -0.1390
S 2.382 -0.298 -1.972  -0.2758
H 6.496 -0.980 -3.422  0.4258
H 4.773 -1.250 -3.196  0.3014
H 5.865 -1.417 -1.839  0.1680
H 5.228 1.948 -4.642  0.3677
H 4.628 3.091 -3.450  0.3283
H 3.650 1.707 -3.904  0.2767
H 7.867 1.453 -2.723  0.3450
H 7.593 1.111 -1.029  0.3278
H 7.216 2.696 -1.683  0.3433
H 5.758 2.384 0.313  0.4226
H 4.271 2.680 2.291  0.4405
H 1.985 1.697 2.205  0.4890
C -1.931 -0.021 -2.849  -0.8500
O -1.167 0.011 -1.711  -0.2967
H -2.992 0.217 -2.639  0.2428
H -1.901 -1.014 -3.334  0.2163
H -1.574 0.713 -3.592  0.2106

Its spin multiplicity is 3. The expectation value of S² is 2.00. For the highest occupied orbital energy (alpha / beta), the calculation gives -7.30 / -7.30 eV. The electronic energy comes out at -107272.60149 eV.


- The highest electronic energy belongs to which entry?
  C34H35CoN2O4PSi